#P
Formula: C5H9N4O
Source: OMol25
Level of theory: ωB97M-V with the def2-TZVPD basis set

Structure (XYZ):
```
19
Properties=species:S:1:pos:R:3:nbo_charge:R:1
C 2.26 -0.72 -0.43 -0.292
O 1.41 -0.41 0.63 -0.345
N 0.05 -0.08 0.30 -0.109
C -0.31 1.35 0.27 0.483
N 0.72 2.14 0.36 -0.740
C -1.70 1.56 0.03 -0.408
C -2.58 0.47 -0.16 0.185
N -2.15 -0.80 -0.14 -0.489
C -0.89 -1.02 0.13 0.602
N -0.51 -2.28 0.21 -0.758
H 2.49 0.15 -1.08 0.190
H 2.09 -1.49 -1.10 0.209
H 3.27 -1.07 0.08 0.240
H 0.74 3.11 0.38 0.440
H 1.66 1.55 0.60 0.448
H -1.97 2.53 -0.20 0.247
H -3.62 0.69 -0.37 0.235
H -1.19 -3.01 -0.17 0.441
H 0.24 -2.69 0.65 0.420
```

Calculated values
HOMO energy (eV): -13.0689
LUMO level (eV): -3.8
Kohn-Sham gap (eV): 9.3
Structure (SMILES): COn1c(N)ccnc1=[NH2+]
Charge: +1

---

#Q
Formula: C5H9N4O
Source: OMol25
Level of theory: ωB97M-V with the def2-TZVPD basis set

Structure (XYZ):
```
19
Properties=species:S:1:pos:R:3:nbo_charge:R:1
C 0.89 1.45 -0.34 -0.281
C 2.11 1.82 0.02 0.104
C 1.14 1.10 1.85 0.197
C 0.19 1.03 0.86 -0.069
C -0.77 -1.16 -1.06 0.312
N 0.42 -1.53 -1.47 -0.798
N -1.87 -1.60 -1.67 -0.798
N -1.04 0.42 0.87 0.019
N -1.51 -0.20 1.85 -0.398
O 2.27 1.68 1.42 -0.376
H 0.52 1.42 -1.30 0.249
H 2.97 2.37 -0.48 0.253
H 1.01 0.91 3.02 0.231
H 0.42 -2.30 -2.23 0.360
H -1.66 -2.12 -2.54 0.355
H 1.25 -0.97 -1.43 0.425
H -2.85 -1.34 -1.70 0.432
H -1.05 -0.45 2.66 0.378
H -2.44 -0.53 1.66 0.406
```

Calculated values
HOMO energy (spin up / spin down) (eV): -11.8094 / -11.8100
LUMO level (spin up / spin down) (eV): -5.0 / -5.0
Kohn-Sham gap (spin up / spin down) (eV): 6.8 / 6.8
Charge: +1

---

#R
Formula: C5H9N4O
Source: OMol25
Level of theory: ωB97M-V with the def2-TZVPD basis set

Structure (XYZ):
```
19
Properties=species:S:1:pos:R:3:nbo_charge:R:1
C 2.24 -0.42 1.24 -0.461
N 1.81 -0.23 -0.10 -0.271
C 2.90 0.30 -1.00 -0.402
C 0.63 -0.18 -0.46 0.255
C -0.71 -0.21 -0.25 0.277
O -1.26 0.83 0.23 -0.541
C -1.93 -1.29 -0.57 0.091
N -3.01 -0.88 -0.11 -0.154
N -3.14 0.24 0.50 0.206
N -3.92 1.19 0.03 -0.492
H 3.01 -1.20 1.42 0.241
H 2.52 0.52 1.67 0.235
H 1.50 -0.79 1.89 0.239
H 2.79 1.37 -1.02 0.231
H 3.66 -0.09 -0.28 0.225
H 2.70 -0.17 -2.05 0.251
H -1.85 -2.25 -0.92 0.228
H -3.93 2.06 0.71 0.449
H -4.03 1.21 -0.94 0.392
```

Calculated values
HOMO energy (eV): -12.6657
LUMO level (eV): -4.1
Kohn-Sham gap (eV): 8.6
Structure (SMILES): C[N+](C)=C=C([O-])/C=N\N=[NH2+]
Charge: +1

---

Relative calculated energies, zero for the most stable structure, unit kJ/mol: #P 0.0; #Q 230.7; #R 425.8.

---

#P
Formula: C3H2N4
Source: OMol25
Level of theory: ωB97M-V with the def2-TZVPD basis set

Structure (XYZ):
```
9
Properties=species:S:1:pos:R:3:nbo_charge:R:1
N 0.73 -1.51 -1.81 -0.406
C 0.05 -0.85 -1.14 0.443
N -0.44 0.00 -0.32 -0.591
C -1.43 0.45 0.23 0.768
N -2.26 0.88 0.96 -0.663
H -3.15 1.09 1.34 0.457
C 2.20 -0.02 0.19 0.086
N 1.79 0.75 0.95 -0.326
H 2.49 -0.80 -0.39 0.233
```

Calculated values
HOMO energy (eV): -10.3034
LUMO level (eV): 0.5
Kohn-Sham gap (eV): 10.8
Structure (SMILES): N#CN=C=N.C#N

---

#Q
Formula: C3H2N4
Source: OMol25
Level of theory: ωB97M-V with the def2-TZVPD basis set

Structure (XYZ):
```
9
Properties=species:S:1:pos:R:3:nbo_charge:R:1
N -2.94 -0.90 -0.58 -0.250
C -1.89 -0.53 -0.26 0.253
C -0.57 -0.08 0.07 -0.024
C 0.52 0.02 -0.77 -0.036
N 1.51 0.59 -0.07 -0.336
N 0.99 0.77 1.23 -0.159
N -0.23 0.32 1.30 -0.171
H 0.63 -0.26 -1.81 0.242
H 1.97 0.06 0.95 0.481
```

Calculated values
HOMO energy (eV): -11.2836
LUMO level (eV): 0.2
Kohn-Sham gap (eV): 11.5

---

Relative calculated energies, zero for the most stable structure, unit kJ/mol: #P 0.0; #Q 76.0.

---

#P
Formula: C3H8NOP
Source: OMol25
Level of theory: ωB97M-V with the def2-TZVPD basis set

Structure (XYZ):
```
14
Properties=species:S:1:pos:R:3:nbo_charge:R:1
C -0.99 -1.63 -0.46 0.727
C 0.41 -0.17 1.41 -0.663
C -0.53 0.28 0.26 -0.545
N -0.79 -1.73 -1.74 -0.837
O -1.19 -2.44 0.38 -0.593
P 0.11 1.28 -1.10 0.274
H 1.35 -0.43 0.80 0.209
H 0.45 0.70 2.12 0.219
H -0.09 -1.12 1.73 0.253
H -1.51 0.53 0.49 0.207
H -0.75 -0.90 -2.31 0.408
H -1.13 -2.64 -2.36 0.399
H 1.34 0.83 -1.27 -0.044
H 0.66 2.31 -0.16 -0.013
```

Calculated values
HOMO energy (eV): -8.5985
LUMO level (eV): 0.7
Kohn-Sham gap (eV): 9.3

---

#Q
Formula: C3H8NOP
Source: OMol25
Level of theory: ωB97M-V with the def2-TZVPD basis set

Structure (XYZ):
```
14
Properties=species:S:1:pos:R:3:nbo_charge:R:1
N 1.95 -0.03 0.47 -0.920
C 0.92 0.62 -0.30 0.718
O 1.07 0.92 -1.45 -0.544
C -0.37 0.93 0.44 -0.518
C -1.54 0.05 -0.03 -0.671
P -1.23 -1.75 -0.38 0.302
H 2.82 0.46 0.28 0.382
H 2.07 -0.98 0.13 0.387
H -0.21 0.78 1.51 0.227
H -0.60 1.98 0.24 0.237
H -2.30 0.03 0.76 0.231
H -2.00 0.48 -0.92 0.236
H -0.28 -1.93 0.65 -0.037
H -0.28 -1.58 -1.40 -0.028
```

Calculated values
HOMO energy (eV): -9.6382
LUMO level (eV): 0.9
Kohn-Sham gap (eV): 10.6
Structure (SMILES): NC(=O)CCP

---

Relative calculated energies, zero for the most stable structure, unit kJ/mol: #P 199.8; #Q 0.0.

---

#P
Formula: C6H12NS
Source: OMol25
Level of theory: ωB97M-V with the def2-TZVPD basis set

Structure (XYZ):
```
20
Properties=species:S:1:pos:R:3:nbo_charge:R:1
C 2.15 -1.54 0.30 -0.241
C 3.05 -0.55 0.09 -0.307
C 0.72 -1.22 -0.03 -0.539
C 0.37 0.20 -0.09 0.295
C -2.05 0.68 -0.68 -0.601
C -0.54 0.66 -1.06 -0.522
N 0.23 0.93 1.18 -0.773
S 2.44 1.07 -0.51 0.094
H 2.44 -2.46 0.70 0.246
H 4.13 -0.65 0.22 0.260
H 0.49 -1.76 -1.06 0.280
H -0.10 -1.68 0.66 0.247
H -2.24 1.56 -0.02 0.194
H -2.22 -0.15 -0.06 0.204
H -2.66 0.79 -1.64 0.272
H -0.34 1.71 -1.31 0.238
H -0.40 0.15 -1.95 0.258
H 0.89 1.72 1.11 0.477
H 0.53 0.31 2.09 0.473
H -0.73 1.31 1.33 0.447
```

Calculated values
HOMO energy (eV): -12.5427
LUMO level (eV): -4.4
Kohn-Sham gap (eV): 8.1
Charge: +1

---

#Q
Formula: C6H12NS
Source: OMol25
Level of theory: ωB97M-V with the def2-TZVPD basis set

Structure (XYZ):
```
20
Properties=species:S:1:pos:R:3:nbo_charge:R:1
C 2.88 -0.50 0.15 -0.632
C 1.47 -1.01 -0.10 -0.504
C 0.39 -0.04 0.14 0.543
N 0.64 1.18 0.47 -0.638
C -1.05 -0.50 0.03 -0.533
C -2.08 0.55 -0.33 -0.303
C -3.42 0.60 -0.30 -0.273
S -4.76 -0.46 0.23 0.073
H 3.59 -1.30 -0.01 0.260
H 3.00 -0.15 1.18 0.220
H 3.14 0.31 -0.54 0.220
H 1.27 -1.89 0.53 0.275
H 1.38 -1.37 -1.13 0.276
H 1.59 1.51 0.57 0.439
H -0.12 1.84 0.65 0.442
H -1.31 -0.93 1.00 0.284
H -1.10 -1.33 -0.68 0.266
H -1.64 1.43 -0.80 0.202
H -3.84 1.51 -0.70 0.232
H -5.71 0.40 -0.08 0.150
```

Calculated values
HOMO energy (eV): -12.1443
LUMO level (eV): -4.2
Kohn-Sham gap (eV): 7.9
Structure (SMILES): CCC(=[NH2+])C/C=C\S
Charge: +1

---

#R
Formula: C6H12NS
Source: OMol25
Level of theory: ωB97M-V with the def2-TZVPD basis set

Structure (XYZ):
```
20
Properties=species:S:1:pos:R:3:nbo_charge:R:1
C -2.34 -0.83 0.12 -0.333
C -1.06 -0.76 -0.26 0.135
C -0.34 -1.85 -0.96 -0.690
N -0.33 0.47 0.06 -0.418
C 0.58 0.38 1.21 -0.272
C 1.74 1.39 1.12 -0.532
S 1.38 2.41 -0.35 0.303
C 0.67 1.13 -1.26 -0.305
H -2.80 -0.03 0.80 0.214
H -3.01 -1.55 -0.12 0.227
H 0.56 -1.71 -1.65 0.241
H -1.11 -2.34 -1.46 0.257
H 0.13 -2.58 -0.25 0.251
H -0.83 1.28 0.34 0.436
H 1.20 -0.55 1.29 0.250
H -0.11 0.39 2.23 0.259
H 1.65 2.06 1.90 0.258
H 2.75 1.01 0.77 0.262
H 1.28 0.33 -1.50 0.210
H 0.00 1.36 -2.02 0.245
```

Calculated values
HOMO energy (eV): -13.4810
LUMO level (eV): -3.3
Kohn-Sham gap (eV): 10.2
Structure (SMILES): C=C(C)[N@H+]1CCSC1
Charge: +1

---

#S
Formula: C6H12NS
Source: OMol25
Level of theory: ωB97M-V with the def2-TZVPD basis set

Structure (XYZ):
```
20
Properties=species:S:1:pos:R:3:nbo_charge:R:1
C -2.01 -0.59 2.36 -0.633
C -0.82 -1.30 1.65 -0.562
S 0.53 -0.18 1.15 0.270
C -0.03 0.74 -0.27 -0.318
C 1.05 1.82 -0.66 -0.434
C 1.33 0.92 -1.90 -0.038
N 1.64 -0.42 -1.58 -0.550
C 0.20 -0.09 -1.87 -0.085
H -1.90 -0.08 3.34 0.244
H -2.43 0.18 1.69 0.203
H -2.86 -1.35 2.28 0.236
H -1.23 -1.92 0.80 0.233
H -0.48 -2.15 2.31 0.266
H -1.05 1.11 -0.19 0.255
H 1.95 1.91 -0.03 0.256
H 0.48 2.68 -1.05 0.267
H 2.07 1.12 -2.62 0.231
H 2.10 -0.99 -2.23 0.440
H 1.87 -0.70 -0.58 0.436
H -0.41 -0.70 -2.60 0.284
```

Calculated values
HOMO energy (eV): -13.2187
LUMO level (eV): -2.9
Kohn-Sham gap (eV): 10.3
Structure (SMILES): CCS[C@H]1C[C@H]2[NH2+][C@@H]12
Charge: +1

---

Relative calculated energies, zero for the most stable structure, unit kJ/mol: #P 179.5; #Q 0.0; #R 215.6; #S 280.5.

---

#P
Formula: C2H3ClNOP
Source: OMol25
Level of theory: ωB97M-V with the def2-TZVPD basis set

Structure (XYZ):
```
9
Properties=species:S:1:pos:R:3:nbo_charge:R:1
C -1.04 -0.54 -1.14 -0.112
C 1.30 -0.04 0.40 -0.967
N -1.46 -1.16 -2.02 -0.240
O -1.79 2.55 -0.85 -0.160
P -0.46 0.38 0.25 0.897
Cl -1.31 -0.51 1.77 -0.207
H 1.67 0.67 1.14 0.262
H 1.33 -1.04 0.99 0.251
H 1.75 -0.31 -0.55 0.276
```

Calculated values
HOMO energy (spin up / spin down) (eV): -9.8536 / -9.7553
LUMO level (spin up / spin down) (eV): -2.3 / -1.9
Kohn-Sham gap (spin up / spin down) (eV): 7.6 / 7.8

---

#Q
Formula: C2H3ClNOP
Source: OMol25
Level of theory: ωB97M-V with the def2-TZVPD basis set

Structure (XYZ):
```
9
Properties=species:S:1:pos:R:3:nbo_charge:R:1
C 1.37 1.20 0.03 -0.131
C -2.08 -0.21 0.27 -0.501
N 1.26 2.28 0.40 -0.233
O 2.31 -0.65 -1.86 -0.921
P 1.47 -0.51 -0.66 1.468
Cl 2.28 -1.55 0.77 -0.203
H -1.79 0.81 0.30 0.172
H -2.93 -0.55 -0.40 0.181
H -1.89 -0.83 1.15 0.169
```

Calculated values
HOMO energy (spin up / spin down) (eV): -10.2101 / -9.5818
LUMO level (spin up / spin down) (eV): -0.6 / -2.8
Kohn-Sham gap (spin up / spin down) (eV): 9.7 / 6.8

---

Relative calculated energies, zero for the most stable structure, unit kJ/mol: #P 245.3; #Q 0.0.

---

#P
Formula: C3H8O4S
Source: OMol25
Level of theory: ωB97M-V with the def2-TZVPD basis set

Structure (XYZ):
```
16
Properties=species:S:1:pos:R:3:nbo_charge:R:1
O 2.59 1.48 -0.42 -0.816
C 1.38 1.18 -0.24 0.794
O 0.83 0.76 0.76 -0.829
C 0.44 1.06 -1.52 -0.536
C -0.98 0.66 -0.97 -0.469
S -2.28 0.48 -2.33 -0.838
H 0.97 0.32 -2.11 0.198
H 0.35 1.96 -2.13 0.194
H -0.95 -0.39 -0.58 0.159
H -1.27 1.30 -0.19 0.178
H -0.53 -2.56 0.06 0.467
H -0.33 -2.05 1.41 0.494
O -0.50 -2.90 1.02 -0.985
H 0.71 -0.57 2.85 0.469
H -0.24 -0.07 1.79 0.531
O -0.21 -0.66 2.61 -1.010
```

Calculated values
HOMO energy (eV): 0.5661
LUMO level (eV): 6.1
Kohn-Sham gap (eV): 5.6
Charge: -2

---

#Q
Formula: C3H8O4S
Source: OMol25
Level of theory: ωB97M-V with the def2-TZVPD basis set

Structure (XYZ):
```
16
Properties=species:S:1:pos:R:3:nbo_charge:R:1
O -2.70 -1.14 0.26 -0.731
C -1.79 -0.33 0.41 0.694
O -2.03 0.99 0.53 -0.799
C -0.41 -0.70 0.26 -0.412
C 0.70 0.32 0.43 -0.532
S 2.24 -0.45 1.12 -0.763
H -0.82 -0.65 1.36 0.260
H -0.21 -1.77 0.27 0.229
H 0.36 1.03 1.19 0.214
H 0.87 0.95 -0.44 0.221
H 1.55 -0.37 -1.96 0.469
H 2.51 -1.06 -1.01 0.495
O 2.28 -1.00 -1.97 -1.023
H -1.87 1.47 -0.40 0.537
H -1.37 2.39 -2.33 0.406
O -1.12 2.31 -1.41 -1.267
```

Calculated values
HOMO energy (eV): -0.1366
LUMO level (eV): 6.0
Kohn-Sham gap (eV): 6.1
Charge: -2

---

Relative calculated energies, zero for the most stable structure, unit kJ/mol: #P 0.0; #Q 195.9.